No. 1
Density functional theory data (wB97M-V/def2-TZVPD) for a molecular structure, C21H36EuP2Se in a non-equilibrium geometry.

The gap between HOMO and LUMO (alpha / beta) is 3.69 / 4.65 eV. The value obtained for the electronic energy is -4615.7776 a.u. The calculation puts the HOMO energy (alpha / beta) at -3.62 / -4.64 eV. Its spin multiplicity is 8. The expectation value of S² is 16.0304.

CARTESIAN COORDINATES (ANGSTROEM)
P 0.062 -2.310 0.302
P -0.074 2.505 -0.202
C -0.563 -0.641 -0.286
C 0.411 0.490 -0.685
H -1.395 -0.289 0.371
H -1.079 -0.876 -1.227
H 1.488 0.334 -0.379
H 0.424 0.556 -1.755
C -1.840 2.833 -0.487
H -2.314 2.934 0.506
H -2.343 2.012 -1.011
H -1.969 3.764 -1.064
C 0.924 3.804 -0.969
H 0.432 4.258 -1.841
H 1.917 3.420 -1.249
H 1.089 4.575 -0.193
C -0.972 -3.564 -0.432
H -1.063 -4.412 0.263
H -0.517 -3.891 -1.385
H -1.975 -3.157 -0.620
C 1.767 -2.651 -0.143
H 2.325 -1.763 -0.448
H 1.791 -3.364 -0.973
H 2.287 -3.087 0.717
Eu 0.390 0.627 1.679
C 0.525 1.686 -3.401
C -0.822 1.683 -3.260
C -1.736 0.822 -4.051
C -1.250 -0.637 -4.336
C -0.507 -1.304 -3.230
C 0.821 -1.182 -3.008
C 1.729 -0.509 -3.974
C 1.300 0.913 -4.415
C 0.049 -2.378 2.105
H 1.134 2.350 -2.800
H -1.321 2.474 -2.711
H -1.920 1.319 -5.026
H -2.711 0.756 -3.528
H -2.168 -1.221 -4.503
H -0.713 -0.636 -5.296
H -1.098 -2.083 -2.749
H 1.331 -1.728 -2.216
H 1.822 -1.118 -4.889
H 2.731 -0.442 -3.523
H 2.229 1.477 -4.574
H 0.787 0.870 -5.382
H 0.388 -1.484 2.683
H 0.759 -3.174 2.371
H -0.934 -2.660 2.509
Se -0.818 2.092 4.007
C -0.308 1.059 5.462
C -1.264 0.251 6.130
C -0.908 -0.466 7.266
C 0.400 -0.431 7.768
C 1.358 0.344 7.094
C 1.025 1.070 5.952
H -2.274 0.210 5.724
H -1.662 -1.067 7.773
H 0.671 -0.994 8.662
H 2.382 0.377 7.465
H 1.770 1.656 5.412

---

No. 2
Density functional theory data (wB97M-V/def2-TZVPD) for a molecular structure, C42H60AsF6GeI2N3O8PRbS2Si3 in a non-equilibrium geometry.

The gap between HOMO and LUMO is 2.20 eV. The value obtained for the electronic energy is -9940.4938 a.u. As for the total charge: -2. The calculation puts the HOMO energy at -0.82 eV.

CARTESIAN COORDINATES (ANGSTROEM)
Rb -0.782 -0.352 -2.029
S 4.260 -1.075 0.253
C 5.145 -2.431 0.999
C 6.557 -2.520 1.182
C 7.081 -3.694 1.729
C 6.205 -4.741 2.102
C 4.849 -4.623 1.879
C 4.300 -3.457 1.352
As 2.508 -2.837 0.675
C 1.401 -3.648 2.175
C 1.797 -3.910 3.470
C 0.906 -4.473 4.394
C -0.396 -4.806 4.028
C -0.803 -4.596 2.710
C 0.091 -4.001 1.801
C 2.635 -4.016 -0.911
C 1.829 -5.131 -0.942
C 2.048 -6.193 -1.801
C 3.077 -6.128 -2.698
C 3.894 -4.987 -2.724
C 3.675 -3.936 -1.795
H 7.210 -1.707 0.790
H 8.151 -3.785 1.926
H 6.654 -5.628 2.563
H 4.189 -5.459 2.101
H 2.818 -3.755 3.823
H 1.261 -4.584 5.400
H -1.131 -5.171 4.742
H -1.799 -4.895 2.362
H -0.167 -3.893 0.766
H 1.005 -5.182 -0.233
H 1.322 -7.022 -1.751
H 3.252 -6.942 -3.393
H 4.737 -4.854 -3.385
H 4.448 -3.138 -1.760
O 0.532 2.468 -2.368
S 0.785 2.541 -3.843
O 2.129 2.984 -4.256
N 0.332 1.092 -4.338
C 0.703 0.597 -5.532
C 1.493 1.289 -6.499
C 2.034 0.545 -7.538
C 1.647 -0.724 -7.850
C 0.810 -1.450 -6.962
C 0.303 -2.759 -7.172
C -0.253 -3.491 -6.147
C -0.501 -2.820 -4.927
N -0.129 -1.568 -4.705
C 0.395 -0.823 -5.723
C -0.393 3.644 -4.581
C 0.096 4.918 -4.885
C -0.785 5.895 -5.280
C -2.087 5.566 -5.577
C -2.550 4.269 -5.436
C -1.709 3.264 -4.852
H 1.733 2.336 -6.376
H 2.766 1.017 -8.168
H 2.016 -1.214 -8.732
H 0.306 -3.165 -8.208
H -0.551 -4.505 -6.193
H -1.039 -3.318 -4.149
H 1.179 5.057 -4.750
H -0.432 6.898 -5.496
H -2.762 6.254 -6.098
H -3.565 4.028 -5.760
H -2.005 2.219 -4.713
O 1.941 -0.039 -1.900
H 1.848 0.931 -1.760
H 2.607 -0.355 -1.261
O -3.322 -0.748 -0.278
H -4.154 -1.195 -0.607
H -2.764 -1.515 -0.105
O -2.351 1.894 -0.799
H -3.101 2.477 -1.063
H -2.685 1.047 -0.418
O 0.798 3.441 0.054
H 0.300 2.803 0.609
H 0.861 3.137 -0.867
O -1.811 0.161 2.339
N -1.060 1.161 2.193
O -0.162 1.178 1.333
I -2.915 -0.875 -5.095
I -5.557 0.266 -5.754
C -1.880 5.986 4.189
Si -1.160 4.908 2.722
C -2.143 5.207 1.127
C 0.704 5.326 2.494
Ge -1.314 2.546 3.539
Si 0.181 1.954 5.245
C 0.175 3.423 6.556
C 1.889 1.849 4.432
C -0.378 0.358 5.958
Si -3.624 1.918 4.216
C -4.674 2.235 2.649
C -4.162 3.126 5.615
C -3.892 0.168 4.907
H -1.803 7.004 3.769
H -1.265 5.891 5.077
H -2.942 5.779 4.515
H -2.860 6.011 1.077
H -2.721 4.281 0.940
H -1.460 5.287 0.338
H 0.858 5.724 1.507
H 1.296 4.402 2.515
H 1.054 6.011 3.273
H 0.629 4.277 6.129
H 0.721 3.113 7.451
H -0.862 3.721 6.873
H 2.337 2.817 4.322
H 1.672 1.446 3.430
H 2.506 1.192 5.007
H -0.950 0.554 6.912
H 0.407 -0.381 6.120
H -1.049 -0.249 5.322
H -4.573 3.286 2.284
H -5.737 2.102 2.730
H -4.394 1.598 1.760
H -4.526 4.054 5.145
H -3.442 3.544 6.395
H -5.007 2.700 6.197
H -2.884 -0.173 5.172
H -4.175 -0.501 4.087
H -4.598 0.179 5.734
F -1.613 -2.834 -0.739
P -2.453 -4.351 -1.022
F -1.071 -5.093 -0.799
F -3.356 -5.694 -1.221
F -3.817 -3.419 -1.196
F -2.142 -4.198 -2.615
F -2.702 -4.321 0.552

---

No. 3
Density functional theory data (wB97M-V/def2-TZVPD) for 3 unconnected molecules or ions with the total composition C4H17N2O2 in a non-equilibrium geometry.

The gap between HOMO and LUMO is 9.10 eV. The value obtained for the electronic energy is -422.3558 a.u. As for the total charge: +1. The calculation puts the HOMO energy at -12.17 eV.

CARTESIAN COORDINATES (ANGSTROEM)
N 0.603 -0.815 -1.890
C 0.515 0.112 -0.690
C 1.493 -0.365 0.359
C -0.936 0.052 -0.239
N -1.201 0.928 0.851
C -2.555 1.448 0.959
H -0.052 -0.495 -2.612
H 1.537 -0.876 -2.292
H 0.266 -1.757 -1.638
H 0.851 1.109 -1.002
H 2.487 -0.416 -0.080
H 1.215 -1.297 0.847
H 1.561 0.434 1.084
H -1.593 0.260 -1.100
H -1.139 -1.021 -0.023
H -0.844 0.561 1.717
H -2.646 1.963 1.906
H -2.751 2.131 0.136
H -3.325 0.665 0.941
H 0.738 3.279 1.663
H 2.098 2.794 2.128
O 1.509 2.783 1.366
H 0.273 -4.042 -0.177
H 1.211 -3.989 -1.406
O 0.685 -3.447 -0.809

---

No. 4
Density functional theory data (wB97M-V/def2-TZVPD) for a single C24H27N3O5 molecule in a non-equilibrium geometry.

The gap between HOMO and LUMO is 7.61 eV. The value obtained for the electronic energy is -1471.1582 a.u. The calculation puts the HOMO energy at -8.08 eV. The structure (SMILES) is COc1ccccc1NC(=O)/C(C#N)=C/c1ccc(OCCN2CCOCC2)c(OC)c1.

CARTESIAN COORDINATES (ANGSTROEM)
C -7.756 -2.674 0.766
O -6.861 -1.628 0.483
C -7.347 -0.348 0.411
C -8.670 0.013 0.593
C -9.047 1.346 0.495
C -8.109 2.318 0.215
C -6.780 1.972 0.030
C -6.388 0.646 0.124
N -5.074 0.205 -0.047
C -3.965 0.931 -0.336
O -3.939 2.135 -0.494
C -2.714 0.105 -0.452
C -2.832 -1.275 -0.226
N -3.011 -2.393 -0.021
C -1.571 0.764 -0.762
C -0.232 0.274 -0.949
C 0.131 -1.073 -0.867
C 1.443 -1.447 -1.059
C 2.447 -0.519 -1.332
O 3.743 -0.896 -1.535
C 4.254 -2.002 -0.822
C 5.673 -1.656 -0.361
N 5.719 -0.413 0.389
C 5.058 -0.484 1.683
C 5.096 0.896 2.340
O 6.417 1.352 2.509
C 7.075 1.410 1.267
C 7.087 0.046 0.577
C 2.099 0.845 -1.431
O 2.925 1.888 -1.693
C 4.313 1.702 -1.888
C 0.771 1.203 -1.238
H -8.229 -2.544 1.745
H -7.152 -3.579 0.774
H -8.529 -2.759 -0.004
H -9.418 -0.732 0.813
H -10.083 1.612 0.640
H -8.404 3.353 0.139
H -6.040 2.722 -0.190
H -4.976 -0.798 0.063
H -1.699 1.834 -0.887
H -0.608 -1.830 -0.665
H 1.699 -2.495 -1.016
H 4.297 -2.883 -1.476
H 3.620 -2.239 0.038
H 6.295 -1.517 -1.248
H 6.070 -2.510 0.217
H 4.015 -0.774 1.549
H 5.551 -1.219 2.345
H 4.654 0.858 3.337
H 4.532 1.605 1.717
H 8.093 1.744 1.474
H 6.576 2.141 0.613
H 7.567 0.139 -0.399
H 7.667 -0.665 1.193
H 4.708 2.706 -2.044
H 4.792 1.242 -1.020
H 4.511 1.092 -2.772
H 0.533 2.254 -1.307

---

No. 5
Density functional theory data (wB97M-V/def2-TZVPD) for a molecular structure, H6O3Tl in a non-equilibrium geometry.

The gap between HOMO and LUMO is 1.49 eV. The value obtained for the electronic energy is -400.2622 a.u. As for the total charge: +3. The calculation puts the HOMO energy at -22.35 eV.

CARTESIAN COORDINATES (ANGSTROEM)
Tl -12.154 -17.462 -6.345
O -15.420 -21.928 -7.148
H -15.479 -22.185 -8.069
H -16.196 -22.314 -6.741
O -13.488 -12.896 -3.579
H -14.285 -12.867 -3.049
H -12.814 -12.508 -3.022
O -10.587 -21.768 -3.066
H -10.158 -21.892 -2.219
H -10.801 -22.654 -3.359

---

What did the third record say?
Density functional theory data (wB97M-V/def2-TZVPD) for 3 unconnected molecules or ions with the total composition C4H17N2O2 in a non-equilibrium geometry.

The gap between HOMO and LUMO is 9.10 eV. The value obtained for the electronic energy is -422.3558 a.u. As for the total charge: +1. The calculation puts the HOMO energy at -12.17 eV.

CARTESIAN COORDINATES (ANGSTROEM)
N 0.603 -0.815 -1.890
C 0.515 0.112 -0.690
C 1.493 -0.365 0.359
C -0.936 0.052 -0.239
N -1.201 0.928 0.851
C -2.555 1.448 0.959
H -0.052 -0.495 -2.612
H 1.537 -0.876 -2.292
H 0.266 -1.757 -1.638
H 0.851 1.109 -1.002
H 2.487 -0.416 -0.080
H 1.215 -1.297 0.847
H 1.561 0.434 1.084
H -1.593 0.260 -1.100
H -1.139 -1.021 -0.023
H -0.844 0.561 1.717
H -2.646 1.963 1.906
H -2.751 2.131 0.136
H -3.325 0.665 0.941
H 0.738 3.279 1.663
H 2.098 2.794 2.128
O 1.509 2.783 1.366
H 0.273 -4.042 -0.177
H 1.211 -3.989 -1.406
O 0.685 -3.447 -0.809